79
Properties=species:S:1:pos:R:3:forces:R:3:lowdin_charge:R:1 method="wB97M-V/def2-TZVPD" homo_energy_ev=-8.083 charge=0 e_tot_ha=-3288.5970 e_lumo_ev=0.326 e_above_lowest_kcal_mol=60.4
C -1.2713 -0.8923 3.4289 -0.219 0.022 0.217 -0.01
H 4.7996 -0.0638 -5.3365 0.058 0.022 -0.072 0.07
H 1.4637 -2.9940 0.6641 -0.042 -0.095 -0.107 0.03
C -7.4766 2.2747 3.0352 -1.079 -0.734 -0.285 -0.30
C 5.5793 -2.5587 -0.5301 -0.099 -0.082 0.032 -0.04
C -2.8140 3.8375 -0.1798 0.076 0.198 -0.239 -0.37
H 5.4168 -1.6662 -5.6603 0.072 -0.053 -0.033 0.08
H 7.3683 -3.2005 0.4577 0.018 0.003 0.004 0.10
H -3.0203 -1.4043 0.5958 -0.316 -0.183 0.033 0.09
Cl -5.2470 2.6819 -1.3056 -1.876 2.562 -2.440 0.06
C 5.4473 -0.8479 -4.9377 -0.502 0.189 -0.455 -0.09
C -0.5228 3.7872 -0.9568 -0.277 -0.735 -0.370 -0.02
C 5.3604 -5.1795 -1.4077 0.001 -0.006 -0.016 -0.08
H -6.3101 4.5858 2.6186 0.188 -0.171 -0.421 0.04
H -1.6446 0.1176 3.5441 -0.001 0.123 0.039 0.09
H -6.4522 4.1976 0.8609 0.496 -0.422 0.467 0.04
H -1.7637 5.7658 -2.4646 0.074 0.054 -0.050 0.09
C 2.4868 -1.1762 -3.9931 0.214 0.651 -0.185 -0.03
H 1.7209 -0.7164 -3.3716 -0.151 -0.020 0.104 0.08
H 2.7069 -0.4679 -4.7930 -0.076 -0.092 -0.104 0.07
Cl -2.7128 0.3847 -1.3775 2.709 -1.596 -2.901 0.07
H -7.4378 2.9628 3.9057 0.118 -0.351 -0.523 0.05
H 5.7590 -1.5387 -2.8928 -0.091 -0.085 -0.068 0.11
C 4.5069 -2.9229 -1.3326 -0.100 -0.325 0.126 -0.20
H 3.5797 -4.5300 -2.4057 -0.056 -0.025 -0.012 0.12
H -0.2152 -0.8598 3.1620 0.069 -0.025 -0.039 0.08
C 4.4073 -4.2417 -1.7689 0.090 0.061 0.073 -0.03
C 0.6928 0.0039 -0.2019 0.430 -0.218 0.095 -0.16
C 4.9704 -1.3041 -3.6034 0.038 -0.029 0.431 -0.09
H 1.5645 -2.1705 2.2102 -0.058 0.050 0.091 0.01
C 6.5373 -3.4975 -0.1690 0.020 -0.024 0.002 -0.08
C -5.8716 4.0002 1.7842 0.698 1.230 1.237 -0.32
H -3.6545 4.5280 -0.0748 -0.176 -0.290 -0.278 0.11
N -2.0292 -1.5564 2.3873 -0.135 0.165 -0.178 -0.15
H -8.2689 2.6153 2.3364 0.364 -0.214 0.477 0.05
H 0.0051 0.1414 0.6336 -0.109 0.010 0.041 0.02
H -1.3753 -1.4284 4.3723 -0.047 0.013 -0.011 0.10
Y -4.1174 1.3049 0.1920 -1.935 0.727 0.014 -0.04
H -5.2955 2.0601 4.5362 0.202 -0.340 -0.347 0.04
H -2.2622 -3.4367 3.2825 -0.063 0.103 0.020 0.10
H -3.8733 1.8289 3.4800 -0.448 -0.396 0.184 0.03
O -2.7172 2.8170 0.5314 2.020 3.067 1.140 -0.19
H -7.7383 1.2570 3.3930 0.015 0.594 -0.182 0.05
H 7.1785 -5.5402 -0.3221 0.001 -0.006 0.010 0.10
O -3.1072 0.3106 1.6853 2.445 -2.001 2.517 -0.23
C -4.9472 1.5836 3.5963 1.010 1.226 1.161 -0.30
H 2.0663 -2.0708 -4.4417 -0.060 -0.238 -0.033 0.09
H 6.4634 -0.4647 -4.9203 0.073 -0.004 0.140 0.07
C -2.3068 4.8325 -2.3196 -0.054 0.641 0.118 -0.04
H -0.3600 2.8936 -1.5570 0.190 -0.116 -0.057 0.08
H 5.6536 -1.5375 -0.1886 0.012 0.092 0.043 0.12
N -1.9092 4.2039 -1.0782 0.417 0.172 0.238 -0.17
H -5.0790 0.4843 3.6698 0.026 0.701 -0.317 0.06
H 5.2677 -6.2013 -1.7520 0.003 -0.019 -0.001 0.10
C 3.7127 -1.4519 -3.1849 0.351 0.073 -0.049 -0.23
H 2.4885 -2.4323 -1.7533 -0.106 -0.101 -0.068 0.14
H 3.0904 1.5714 1.1379 -0.004 0.057 -0.065 0.03
H 0.1370 4.5805 -1.3068 -0.129 0.087 0.042 0.10
H -4.8323 4.3446 1.6829 -0.323 0.120 -0.283 0.02
C 2.0751 -2.3163 1.2579 0.038 0.089 -0.066 -0.14
H -3.3719 5.0424 -2.3040 -0.098 -0.072 0.006 0.08
C 3.4582 -1.9239 -1.7706 0.328 -0.244 0.397 -0.32
C 6.4320 -4.8095 -0.6045 -0.005 0.021 -0.012 -0.10
H -0.3163 3.5454 0.0777 0.077 -0.009 0.148 0.09
Cl -5.6594 -0.4086 0.0975 -2.647 -3.314 -0.017 -0.02
H -0.9484 -3.3285 2.1015 0.073 -0.068 0.029 0.08
C -2.7514 -0.8687 1.5036 0.103 -0.268 0.866 -0.32
H 0.8159 0.9716 -0.6869 0.020 0.032 -0.037 0.02
Si 2.3364 -0.6709 0.3962 0.200 0.227 -0.141 0.42
O 3.4300 -0.8344 -0.8591 -0.407 0.282 0.033 -0.17
H 0.2195 -0.6679 -0.9149 -0.155 -0.030 -0.072 0.02
H 2.6698 0.5711 2.5215 -0.062 0.003 0.084 0.03
P -5.8724 2.2187 2.1603 -1.820 -0.220 0.289 0.73
H 3.0214 -2.8137 1.4685 0.080 -0.021 -0.014 0.04
C 3.1500 0.5617 1.5431 -0.049 -0.091 -0.058 -0.15
C -1.9633 -3.0015 2.3288 0.405 -0.131 -0.343 -0.02
H -2.6289 -3.3687 1.5543 -0.066 -0.009 -0.063 0.10
H -2.0975 4.1693 -3.1584 -0.040 -0.131 0.052 0.10
H 4.2037 0.3284 1.6907 0.060 -0.064 0.017 0.03

***

66
Properties=species:S:1:pos:R:3:forces:R:3:lowdin_charge:R:1 method="wB97M-V/def2-TZVPD" homo_energy_ev=-9.621 charge=0 e_tot_ha=-1198.6543 e_lumo_ev=0.098 smiles=CC(C)O.CC(C)O.CO.CO.CO.CO.CO.CO.CO e_above_lowest_kcal_mol=110.4
C -10.3026 13.0491 -1.6238 1.358 0.435 0.910 -0.04
H -13.5011 14.9744 -0.0315 0.040 -0.091 0.265 0.08
O -10.4742 10.1890 2.3703 -0.258 -0.169 0.423 -0.12
H -7.0343 12.9706 -0.4162 0.117 -0.244 0.598 0.07
H -11.4267 9.4251 4.0966 -0.578 0.131 -0.194 0.08
H -18.4532 11.7417 3.2785 -0.187 -0.444 0.572 0.08
H -15.6461 7.5682 5.4449 0.101 0.666 0.167 0.08
C -8.7664 13.4623 -1.4700 -2.470 -0.425 -0.211 -0.46
H -10.8601 13.2084 -0.7008 0.095 0.148 0.191 0.05
C -17.2425 11.6260 0.8534 0.215 0.734 0.745 -0.07
H -14.3451 8.9988 -1.9619 -0.220 0.141 0.147 0.07
H -11.3120 11.2576 3.8969 -0.436 -0.156 0.365 0.07
H -8.0734 14.0555 -3.1946 0.004 -0.105 0.005 0.08
H -14.9024 13.8931 -1.6789 -0.199 -0.278 0.419 0.08
C -8.0901 12.7252 -0.3011 -0.238 0.453 -1.153 -0.05
C -19.1036 11.2158 2.5796 0.172 0.918 -0.515 -0.06
C -13.8162 13.8975 -1.5878 -0.192 1.086 -2.253 -0.18
H -13.0695 10.2073 7.4703 0.200 -0.412 -0.361 0.08
H -10.7921 13.6618 -2.3809 0.119 -0.269 -0.236 0.07
H -11.1911 10.6582 1.9373 -0.104 0.050 -0.792 0.01
H -19.7458 11.1346 0.2326 0.073 0.113 0.161 0.08
O -13.0250 14.5317 2.4841 -0.825 -0.003 0.506 -0.12
H -12.0180 11.0049 6.1823 0.032 -0.617 0.082 0.07
O -8.1630 13.2165 -2.7366 0.655 -0.419 0.056 -0.06
H -13.4176 13.0962 -2.2101 0.186 -0.820 1.107 0.08
C -10.8570 10.2806 3.7337 1.408 -0.015 -0.024 -0.18
H -13.8819 10.6404 3.0732 0.641 0.685 0.084 0.05
H -12.8657 8.0874 -2.0846 -0.192 -0.577 0.278 0.08
C -16.0060 7.5973 4.4164 -0.947 -0.444 0.856 -0.18
H -19.7203 12.0092 2.1573 -0.202 0.213 -0.025 0.08
C -13.3908 8.8166 -1.4677 -0.005 -0.604 -0.424 -0.17
H -8.5274 13.0567 0.6407 0.269 0.219 0.008 0.07
O -12.7669 11.3266 1.3259 0.486 0.344 0.599 -0.15
H -9.9298 10.2499 4.3060 0.081 0.145 0.212 0.08
O -13.3116 14.0738 -0.3048 0.167 -0.872 0.489 -0.12
C -13.9433 10.8735 2.0102 -0.020 -0.564 -1.361 -0.09
H -13.2198 11.8754 7.0424 0.105 0.160 0.240 0.08
H -13.4190 15.4651 4.3027 -0.612 0.447 -0.173 0.08
H -8.7176 14.5423 -1.3314 -0.028 0.095 0.519 0.12
H -14.6402 11.6707 1.7514 -0.811 -0.711 0.699 0.07
H -14.1261 9.9234 1.5081 -1.015 -0.025 0.204 0.08
O -13.9812 10.6527 5.6083 -0.080 -0.049 0.147 -0.13
C -18.2648 10.6675 1.4466 -0.564 0.854 -1.412 -0.47
H -19.7981 10.4847 2.9933 0.410 -0.038 0.270 0.09
O -15.1756 8.2833 3.5174 0.079 -0.725 -0.499 -0.11
H -14.6390 11.3328 5.7707 -0.265 -0.222 -0.312 0.07
H -16.8887 12.2258 1.6919 1.011 0.010 -0.199 0.06
H -13.4975 14.7155 -2.2339 -0.051 0.630 0.010 0.07
H -15.0443 9.1926 3.7958 -0.079 -0.114 0.440 0.03
H -17.6378 12.3497 0.1406 -0.780 -0.009 0.220 0.08
H -12.1311 14.2668 2.7129 0.057 -0.062 -0.011 0.08
O -12.5893 9.9514 -1.4812 0.476 1.279 0.107 -0.12
H -12.3622 10.1796 -0.5768 0.031 0.220 0.096 0.04
H -16.4979 11.1327 0.2287 0.331 -0.215 0.655 0.08
O -19.1177 10.4141 0.3232 -0.375 -1.780 0.007 -0.07
H -14.8595 14.5808 3.5120 0.128 0.878 -0.475 0.08
H -13.6794 13.7761 4.3570 0.532 -0.501 -0.084 0.06
H -17.7631 9.7682 1.8040 -0.170 -0.351 -0.520 0.14
H -17.0468 7.9186 4.3743 -0.075 0.733 0.250 0.07
C -13.0081 10.8915 6.6240 -0.093 1.135 0.151 -0.14
C -13.7868 14.6369 3.6969 0.686 -0.759 0.283 -0.14
H -8.2540 11.6483 -0.3386 0.140 -0.013 -0.259 0.08
H -10.3595 11.9776 -1.8159 -0.018 0.083 -0.432 0.08
H -16.1769 6.5329 4.2554 0.924 -0.156 -1.108 0.08
H -13.5517 8.4709 -0.4466 -0.111 -0.356 -0.128 0.08
H -13.1231 12.0917 0.8683 0.870 0.605 -0.383 0.05

***

11
Properties=species:S:1:pos:R:3:forces:R:3:lowdin_charge:R:1 method="wB97M-V/def2-TZVPD" homo_energy_ev=-8.922 charge=0 e_tot_ha=-645.3375 e_lumo_ev=0.665 smiles=C#CNSOC e_above_lowest_kcal_mol=109.3
H 1.1005 1.6817 0.8733 0.584 -0.380 -2.148 0.11
C -2.4273 -1.0879 0.1651 1.640 -0.636 -0.056 0.09
C 1.4035 1.0339 -0.0361 -0.748 -0.868 0.070 -0.15
N -0.0570 -2.0768 0.1858 -0.341 -0.059 1.501 -0.25
H -3.3961 -0.8036 0.2946 -1.885 0.734 0.087 -0.01
S 0.8989 -1.0200 1.3983 -0.813 -2.006 -0.206 0.93
C -1.3153 -1.5326 0.1958 0.168 -0.496 -0.469 -0.40
H 2.2475 1.2199 -0.7030 -0.233 1.514 0.298 0.09
O 1.9377 -0.1710 0.5341 0.024 -0.959 0.108 -0.62
H 0.5578 0.7201 -0.7155 0.491 0.784 0.948 0.09
H -0.1908 -3.1341 0.3977 1.113 2.374 -0.132 0.13

***

103
Properties=species:S:1:pos:R:3:forces:R:3:lowdin_charge:R:1 method="wB97M-V/def2-TZVPD" homo_energy_ev=-7.352 charge=0 e_tot_ha=-5500.8252 e_lumo_ev=-0.064 smiles="C=C[C@@]1(COO)[C@H](P(=O)(O)O)S(=O)(=O)O[C@@](N)(CCCBr)[C@]1(N)[C@@H](C)CC.CO.CO.CO.CO.CO.CO.CO.CO"
H 0.6546 1.6705 -11.4818 0.076 0.004 -0.026 0.08
C 3.7108 0.3466 2.8225 -0.287 -0.209 -0.717 -0.07
C 0.5653 0.3524 1.7646 -0.132 0.069 1.300 -0.25
C 0.9240 2.1403 -10.5331 -0.204 0.034 0.031 -0.15
H 1.0172 4.4825 -2.3480 -0.020 -0.030 0.054 0.08
N -1.0007 1.0337 -0.0683 -0.065 -0.548 0.297 0.13
H -1.3820 1.8033 -0.5897 0.125 0.088 -0.063 0.11
O 5.1103 0.6728 -1.2144 0.144 -0.128 -0.068 -0.14
H 2.3883 -0.5369 0.8127 -0.528 -0.341 0.299 0.12
C 1.8831 0.9803 -0.4795 0.444 -0.448 -0.027 -0.05
H 4.0045 0.9545 3.6720 0.049 -0.068 0.122 0.08
C 0.8751 -2.2360 1.2793 1.197 0.561 0.087 -0.19
O -6.1663 -0.6512 -3.7076 0.072 -0.071 0.113 -0.13
C 1.9137 0.4277 0.9667 0.759 0.888 -0.815 -0.25
C -0.6069 3.5921 2.5883 0.223 0.383 -0.587 -0.25
H -0.5336 3.3556 0.4767 -0.008 -0.180 -0.269 0.09
H 2.0603 -4.4011 1.1834 -0.236 -0.081 -0.241 0.10
H 1.8712 -2.1380 1.7176 -0.073 -0.017 0.241 0.12
O 0.4824 2.6953 -5.2513 -0.149 -0.062 0.026 -0.14
C -0.5398 1.3181 1.2516 -0.458 0.965 -1.855 -0.43
O -1.7703 -3.4780 -0.1806 0.324 0.143 0.428 -0.24
H -7.0192 1.2489 -3.7551 -0.061 0.011 0.011 0.08
H -0.4998 0.3525 -0.6007 0.157 0.192 -0.033 0.04
O 1.3593 -2.4794 7.5548 0.218 -0.070 -0.022 -0.13
O -3.7041 0.1835 1.1052 0.261 0.062 -0.417 -0.27
H 2.7774 2.1720 2.0273 -0.071 0.036 0.017 0.10
H 4.3549 -5.2041 5.1540 0.032 -0.070 -0.052 0.08
C 1.0499 -1.9757 4.1333 -0.369 -0.096 -0.079 0.03
H 1.0485 -2.1052 0.2057 -0.475 -0.195 -0.139 0.12
C -1.9247 4.3468 2.3837 0.133 0.123 0.171 -0.59
H -1.1580 -1.0179 -2.0738 -0.099 -0.033 -0.097 0.09
H 0.6106 -4.0114 6.3698 0.073 -0.128 -0.042 0.08
H -1.3952 2.0351 -5.7103 0.014 0.031 0.056 0.08
H 2.9023 0.8596 -0.8520 -0.090 0.064 0.049 0.05
H 3.7441 -4.6270 3.5816 0.019 -0.073 -0.005 0.06
C -0.0030 -1.1393 1.9308 -1.087 -2.785 -0.444 -0.27
C -7.1030 0.3059 -3.2107 0.155 -0.012 0.062 -0.14
H -0.8905 2.2501 -9.8420 -0.056 -0.024 0.027 0.08
Br -3.3805 3.7487 3.5243 -0.003 0.007 -0.061 0.65
H 3.8552 1.3361 0.9580 -0.146 0.121 -0.232 0.09
C -0.0273 -1.5416 3.4015 0.383 0.083 0.325 -0.10
O -3.0211 -0.4260 3.3288 0.542 0.080 0.242 -0.27
O -1.7362 1.2570 2.1183 0.549 -0.990 0.393 -0.22
H -2.2692 4.3027 1.3556 -0.123 -0.225 -0.013 0.05
O 4.4952 -3.1484 4.8403 0.048 -0.134 -0.036 -0.12
H 1.5118 -2.9527 4.0355 1.220 0.650 -1.437 0.06
H -6.1278 -4.3110 -2.9819 -0.049 -0.056 0.010 0.08
H -7.4345 -3.4822 -2.0976 -0.024 -0.068 -0.009 0.08
H -5.5296 -2.1626 -2.3163 -0.181 0.078 -0.119 0.04
H 3.6276 -2.9979 5.2265 -0.001 0.175 0.000 0.04
C -0.3797 1.9112 -6.0796 0.268 0.079 0.017 -0.14
C 5.6483 -0.3141 -2.0917 -0.046 0.203 0.005 -0.14
O -3.1755 -1.5422 -0.8974 0.678 0.697 0.271 -0.13
H 2.3579 -4.0434 6.7060 0.030 0.005 0.041 0.06
H -1.7545 4.9527 -2.0047 -0.042 0.002 0.020 0.07
H -6.3865 -4.6436 -1.2586 0.020 0.007 0.019 0.08
H -0.0163 0.9270 3.6601 -0.087 -0.335 -0.031 0.10
H -8.0985 -0.1026 -3.3609 0.009 -0.039 -0.025 0.08
H 6.6623 -0.0518 -2.4016 0.017 -0.076 -0.022 0.08
H 4.5767 -0.1735 2.4116 0.212 0.106 0.171 0.07
H 1.0519 3.2148 -10.6863 0.069 -0.012 -0.037 0.08
O 1.5077 -4.3576 1.9769 0.244 0.095 0.317 -0.02
H 5.6779 -1.2545 -1.5480 -0.010 0.007 0.037 0.08
H 5.0195 -0.4355 -2.9776 0.031 -0.071 -0.016 0.08
H 0.9365 2.9191 1.2982 0.079 -0.266 -0.234 0.10
H -5.2851 -0.2877 -3.5783 0.025 0.039 -0.066 0.08
H -0.9833 -1.4219 3.9136 0.462 1.980 0.403 0.11
H 3.0267 -0.4408 3.1321 -0.043 0.124 0.387 0.04
O -0.7328 -1.4982 -1.3543 0.069 0.603 0.209 -0.13
H 5.0860 1.5068 -1.6913 0.015 0.052 0.039 0.08
H -1.8598 -2.2050 2.0467 -0.144 -0.170 -0.199 0.12
H -0.3268 2.2435 -7.1162 -0.075 -0.093 -0.038 0.05
O 0.4073 -3.5295 1.6145 -0.246 0.010 -0.323 -0.13
C -6.4155 -3.8717 -2.0235 0.057 0.175 -0.041 -0.14
O -0.0595 1.8786 -9.5352 0.123 0.026 -0.056 -0.14
C -0.1441 2.8089 1.3307 0.035 0.258 1.273 -0.09
H 1.3777 2.5833 -5.5795 0.038 0.035 -0.005 0.07
H 0.4942 -2.2994 7.9303 -0.030 0.054 -0.017 0.08
H -6.9487 0.4867 -2.1448 -0.059 0.024 0.004 0.08
H 1.8638 1.7191 -10.1861 -0.006 -0.019 0.030 0.08
S -2.6215 -0.0586 2.0018 -1.194 0.091 0.503 0.62
O -0.9170 4.5986 -1.6959 0.096 -0.085 0.106 -0.14
H -0.1066 0.8545 -6.0255 -0.102 -0.032 -0.051 0.08
H 0.1656 5.9638 -2.8350 0.100 -0.013 -0.013 0.08
C 0.0680 4.8843 -2.6932 -0.321 0.076 -0.016 -0.14
P -1.7953 -2.0135 -0.2660 -0.784 -1.999 -0.601 0.46
C 4.5123 -4.4822 4.3471 -0.152 0.151 0.060 -0.16
H 0.1508 4.3653 2.7386 0.045 -0.001 0.121 0.11
H 1.2807 0.3780 -1.1559 -0.198 0.169 -0.028 0.07
H 1.4297 -1.3334 4.9272 -1.249 -0.851 1.314 0.07
N 0.8461 0.8006 3.1407 0.089 0.427 0.168 0.10
H -1.7861 5.3975 2.6172 -0.123 0.029 0.127 0.05
H 1.2718 1.7182 3.1413 0.129 -0.047 -0.191 0.08
H 5.4907 -4.6576 3.9061 0.023 0.023 0.013 0.08
H -3.8822 -2.0536 -0.4700 -0.410 -0.024 -0.416 0.07
H 1.2103 -4.5046 7.9793 0.061 -0.140 -0.095 0.08
C 1.3771 -3.8375 7.1298 -0.325 0.254 0.155 -0.16
O -5.5072 -2.8495 -1.6416 0.049 -0.079 0.194 -0.14
C -1.5061 -1.3735 1.4390 0.496 1.162 -0.424 -0.25
H 1.6471 2.0387 -0.5536 -0.326 -0.008 -0.046 0.08
H -0.6118 2.9986 3.4942 -0.167 -0.099 0.027 0.08
C 3.0643 1.1755 1.6870 0.202 -0.206 0.550 -0.21
H -0.1943 4.4102 -3.6384 0.149 -0.007 -0.045 0.06